Entry 1:
ORCA calculation (the ωB97M-V functional and the def2-TZVPD basis) on C21H21AsFeN3O3 as an isolated structure in a non-equilibrium geometry.

Each line ends with the Mulliken charge.
Element x y z (Å)
Fe (-0.1064, -0.2838, -0.6488)  0.25
C (4.4529, -0.1025, -0.3934)  -1.00
C (3.1192, -0.5159, -0.1141)  -0.05
N (2.0728, 0.2599, -0.3673)  0.03
C (2.3254, 1.5826, -0.7127)  0.40
C (3.6414, 2.1083, -0.9282)  0.43
C (4.7104, 1.2229, -0.7795)  -0.44
C (3.7624, 3.5418, -1.1700)  -0.81
C (2.6871, 4.3922, -1.1090)  -0.78
C (1.3465, 3.8498, -0.9743)  0.53
C (0.1500, 4.6119, -0.7978)  -0.68
C (-1.0567, 3.9793, -0.9853)  -0.77
C (-1.1145, 2.5809, -1.1187)  -0.19
N (-0.0198, 1.8159, -1.0438)  0.06
C (1.1814, 2.4422, -0.9090)  0.66
H (5.2600, -0.8214, -0.2622)  0.40
H (2.8942, -1.5518, 0.2770)  0.56
H (5.7240, 1.5352, -0.9967)  0.48
H (4.7362, 3.9313, -1.4661)  0.42
H (2.8023, 5.4660, -1.2449)  0.43
H (0.1814, 5.6623, -0.5543)  0.49
H (-1.9880, 4.5221, -1.1474)  0.45
H (-2.0750, 2.0782, -1.2705)  0.61
O (-3.5076, -1.6024, -2.2742)  -0.58
C (-2.3364, -1.4630, -1.9035)  0.38
O (-1.7425, -0.2615, -1.7951)  -0.53
C (-1.4898, -2.6305, -1.4890)  0.87
C (-2.0770, -3.8698, -1.1235)  -0.38
C (-1.2525, -4.9025, -0.6733)  -0.36
C (0.1301, -4.7059, -0.6945)  -0.57
C (0.6292, -3.4775, -1.0242)  -0.37
N (-0.1965, -2.3965, -1.2883)  -0.42
H (-3.1465, -4.0432, -1.2432)  0.47
H (-1.7346, -5.8089, -0.2874)  0.46
H (0.8767, -5.4726, -0.4319)  0.41
H (1.6833, -3.2901, -1.2266)  0.59
C (-1.3614, -0.1609, 4.0608)  -1.09
As (-1.6977, -0.5609, 2.1651)  0.66
C (-2.5495, -2.3744, 2.0274)  -0.96
C (-2.9829, 0.7168, 1.5318)  -1.04
O (-0.2197, -0.4981, 1.3182)  -0.34
H (-2.3498, 0.1358, 4.4770)  0.40
H (-0.6803, 0.6607, 4.0112)  0.36
H (-0.9875, -1.0436, 4.5567)  0.39
H (-3.1575, -2.5806, 2.8901)  0.48
H (-1.7415, -3.1200, 1.9388)  0.29
H (-3.1018, -2.3462, 1.0630)  0.27
H (-3.9396, 0.6373, 2.0796)  0.48
H (-3.2175, 0.4408, 0.4957)  0.28
H (-2.5362, 1.7101, 1.5562)  0.37

Computed properties:
ΔE to the lowest compared entry with this formula, charge and spin	0.0	kJ/mol
⟨S²⟩	8.7587
orbital gap (spin up / spin down)	8.431 / 6.643	eV
total charge	+2
total energy	-4701.826485	Eh
2S+1	6

Entry 2:
ORCA calculation (the ωB97M-V functional and the def2-TZVPD basis) on C43H36FeGeN7O3S2 as an isolated structure in a non-equilibrium geometry.

Each line ends with the Mulliken charge.
Element x y z (Å)
Fe (0.3823, 0.4569, 0.4637)  0.25
C (-0.3344, -2.0287, 3.9792)  -1.87
C (0.2409, -1.0990, 2.9634)  0.45
N (-0.4455, -0.2541, 2.3023)  1.12
N (-1.7485, -0.0263, 2.5364)  -1.63
C (-2.0322, 1.1009, 1.8578)  0.49
O (-1.1938, 1.7712, 1.1954)  -0.81
C (-3.4573, 1.5554, 1.8743)  0.55
C (-3.8250, 2.6412, 1.0841)  -0.35
C (-5.1505, 3.0571, 1.0527)  -0.76
C (-6.1089, 2.3933, 1.8078)  -0.29
C (-5.7432, 1.3035, 2.5912)  -0.70
C (-4.4214, 0.8820, 2.6213)  -0.30
C (1.6839, -0.9972, 2.6580)  0.99
C (2.6449, -1.7667, 3.3010)  -0.72
C (3.9866, -1.5236, 3.0627)  -0.68
C (4.3512, -0.5128, 2.1938)  -1.03
C (3.3413, 0.1888, 1.5614)  -0.10
N (2.0448, -0.0371, 1.7784)  0.08
H (-1.3647, -2.2399, 3.6972)  0.39
H (0.2221, -2.9659, 4.0231)  0.51
H (-0.3450, -1.5808, 4.9782)  0.27
H (-3.0736, 3.1205, 0.4698)  0.38
H (-5.4347, 3.8944, 0.4251)  0.42
H (-7.1430, 2.7196, 1.7826)  0.38
H (-6.4930, 0.7763, 3.1710)  0.38
H (-4.1174, 0.0285, 3.2123)  0.47
H (2.3337, -2.5436, 3.9848)  0.28
H (4.7442, -2.1221, 3.5543)  0.39
H (5.3856, -0.2980, 1.9667)  0.50
H (3.5745, 0.9571, 0.8352)  0.44
N (-1.9171, 1.9699, -7.8287)  -0.62
C (-1.7390, 2.2377, -6.4663)  0.98
C (-2.8272, 2.5824, -5.6656)  -0.83
C (-2.6520, 2.8525, -4.3181)  -0.15
C (-1.3818, 2.7942, -3.7666)  -0.70
C (-0.2861, 2.4700, -4.5601)  -0.30
C (-0.4638, 2.1940, -5.9022)  -0.42
S (-1.1144, 3.0145, -2.0364)  1.54
O (0.2016, 3.5837, -1.8948)  -0.71
O (-2.2228, 3.7602, -1.4981)  -0.80
N (-0.9903, 1.4908, -1.4682)  0.38
C (-2.1085, 0.7395, -1.4281)  -0.98
N (-3.2819, 1.0937, -1.8969)  -0.36
C (-4.3407, 0.2645, -1.8236)  -0.92
C (-4.2302, -1.0135, -1.3100)  -0.82
C (-3.0036, -1.4321, -0.8689)  -0.60
N (-1.9143, -0.5725, -0.8854)  2.00
H (-2.8405, 1.6623, -8.0830)  0.21
H (-1.1974, 1.3997, -8.2408)  0.22
H (-3.8199, 2.6181, -6.1028)  0.31
H (-3.4911, 3.0942, -3.6784)  0.46
H (0.6989, 2.4285, -4.1111)  0.30
H (0.3874, 1.9157, -6.5161)  0.32
H (-5.2830, 0.6548, -2.1922)  0.46
H (-5.0782, -1.6816, -1.2515)  0.43
H (-2.7955, -2.4068, -0.4638)  0.46
S (-0.3873, -2.5981, -0.0659)  -0.60
C (-0.6943, -0.9825, -0.3789)  -0.33
C (0.4504, -2.2171, -5.6353)  -0.76
C (-0.4785, -1.4012, -5.0041)  -1.02
C (-0.1619, -0.7841, -3.8002)  -0.22
C (1.0816, -0.9689, -3.1895)  -0.12
C (2.0077, -1.7832, -3.8496)  -0.89
C (1.6987, -2.4010, -5.0576)  -0.78
Ge (1.6105, -0.0965, -1.4909)  3.14
C (3.2583, -1.1849, -1.0198)  0.11
C (3.1887, -2.4952, -0.5278)  -0.17
C (4.3351, -3.2097, -0.1940)  -0.72
C (5.5925, -2.6400, -0.3504)  -0.55
C (5.6889, -1.3473, -0.8449)  -0.96
C (4.5378, -0.6329, -1.1687)  -0.18
C (2.5640, 1.5529, -2.0524)  1.07
C (2.8111, 2.5774, -1.1380)  -0.24
C (3.5964, 3.6738, -1.4698)  -0.89
C (4.1418, 3.7715, -2.7421)  -0.71
C (3.8971, 2.7708, -3.6747)  -0.82
C (3.1202, 1.6709, -3.3267)  -0.58
H (0.2048, -2.7034, -6.5726)  0.36
H (-1.4522, -1.2335, -5.4510)  0.50
H (-0.8872, -0.1232, -3.3575)  1.12
H (2.9851, -1.9481, -3.4112)  0.42
H (2.4345, -3.0336, -5.5428)  0.41
H (2.2216, -2.9606, -0.3980)  0.15
H (4.2429, -4.2209, 0.1886)  0.38
H (6.4861, -3.1987, -0.0951)  0.32
H (6.6622, -0.8882, -0.9793)  0.38
H (4.6471, 0.3778, -1.5409)  0.17
H (2.3575, 2.5441, -0.1519)  0.13
H (3.7606, 4.4645, -0.7459)  0.36
H (4.7399, 4.6334, -3.0126)  0.31
H (4.3127, 2.8471, -4.6736)  0.41
H (2.9441, 0.8882, -4.0590)  0.48

Computed properties:
ΔE to the lowest compared entry with this formula, charge and spin	13.1	kJ/mol
⟨S²⟩	6.3024
orbital gap (spin up / spin down)	5.221 / 6.972	eV
total charge	-1
total energy	-6406.258503	Eh
2S+1	5

Entry 3:
ORCA calculation (the ωB97M-V functional and the def2-TZVPD basis) on C27H39BN6RhS3 as an isolated structure.

Each line ends with the Mulliken charge.
Element x y z (Å)
Rh (-2.9446, 0.3341, 2.9124)  -1.06
C (-5.4109, 0.3074, -1.5843)  -1.98
C (-4.0045, -0.1013, -1.3309)  0.41
C (-3.2045, -0.7485, -2.2539)  -0.20
C (-1.8888, -1.1375, -1.9414)  -0.40
N (-1.3559, -0.8397, -0.7609)  -0.37
N (-2.0983, -0.2162, 0.1207)  0.45
B (-1.4392, 0.1991, 1.4654)  1.70
N (-0.7849, 1.5913, 1.3538)  0.47
N (-0.0785, 1.7883, 0.2503)  -0.13
C (0.4841, 2.9663, 0.0552)  -0.44
C (0.3567, 3.9814, 1.0282)  -0.22
C (-0.3792, 3.7893, 2.1809)  0.52
C (-0.5574, 4.8387, 3.2217)  -2.00
C (-0.9824, 2.5265, 2.2862)  0.48
S (-2.0845, 2.1470, 3.6328)  -0.04
C (1.2499, 3.1420, -1.2470)  2.21
C (2.4735, 2.2221, -1.1975)  -1.57
C (1.7131, 4.5854, -1.4418)  -2.30
C (0.3223, 2.7410, -2.4001)  -1.41
N (-0.4711, -0.9200, 1.9346)  0.36
N (0.7854, -0.8312, 1.5470)  -0.38
C (1.6149, -1.8245, 1.8327)  -0.46
C (1.1461, -2.9412, 2.5414)  -0.13
C (-0.1697, -3.0411, 2.9592)  0.49
C (-0.6956, -4.2003, 3.7280)  -1.99
C (-0.9762, -1.9533, 2.6269)  0.70
S (-2.6381, -1.8125, 3.1927)  -0.12
C (3.0415, -1.6773, 1.3285)  2.22
C (2.9911, -1.7891, -0.2015)  -1.15
C (3.9535, -2.7728, 1.8798)  -2.25
C (3.5783, -0.3068, 1.7554)  -1.44
C (-3.3757, 0.1212, -0.0930)  0.39
S (-4.2281, 0.7500, 1.3126)  -0.07
C (-0.9906, -1.9022, -2.8942)  2.23
C (-0.5836, -3.2068, -2.1890)  -1.48
C (0.2491, -1.0443, -3.1859)  -1.36
C (-1.6967, -2.2333, -4.2081)  -2.24
H (-5.7057, 0.0535, -2.5994)  0.39
H (-5.5260, 1.3846, -1.4535)  0.43
H (-6.0933, -0.1965, -0.8973)  0.49
H (-3.5989, -0.9746, -3.2342)  0.65
H (0.8299, 4.9386, 0.8561)  0.61
H (0.0579, 5.7059, 2.9946)  0.38
H (-0.2688, 4.4644, 4.2049)  0.47
H (-1.5982, 5.1636, 3.2733)  0.46
H (3.1462, 2.4965, -0.3843)  0.45
H (3.0288, 2.3113, -2.1301)  0.48
H (2.1720, 1.1829, -1.0711)  0.20
H (2.4101, 4.9060, -0.6673)  0.49
H (0.8758, 5.2837, -1.4822)  0.51
H (2.2428, 4.6638, -2.3903)  0.40
H (-0.0110, 1.7080, -2.2944)  -0.01
H (0.8629, 2.8289, -3.3415)  0.51
H (-0.5467, 3.3972, -2.4552)  0.39
H (1.8355, -3.7407, 2.7760)  0.57
H (0.0883, -4.9337, 3.8949)  0.38
H (-1.5118, -4.6861, 3.1902)  0.44
H (-1.0771, -3.8787, 4.6993)  0.48
H (2.6761, -2.7850, -0.5146)  0.38
H (3.9855, -1.6121, -0.6088)  0.48
H (2.3056, -1.0568, -0.6248)  -0.20
H (3.6412, -3.7690, 1.5654)  0.49
H (4.0179, -2.7433, 2.9680)  0.49
H (4.9614, -2.6242, 1.4951)  0.41
H (2.9500, 0.4999, 1.3814)  0.10
H (4.5781, -0.1757, 1.3444)  0.46
H (3.6533, -0.2309, 2.8397)  0.40
H (-0.0525, -3.0038, -1.2593)  0.15
H (0.0825, -3.7688, -2.8415)  0.46
H (-1.4487, -3.8350, -1.9776)  0.39
H (0.7929, -0.8002, -2.2732)  0.09
H (-0.0196, -0.1188, -3.6935)  0.41
H (0.9168, -1.5980, -3.8433)  0.52
H (-2.5761, -2.8616, -4.0573)  0.50
H (-1.0120, -2.7896, -4.8465)  0.38
H (-1.9853, -1.3370, -4.7590)  0.49

Computed properties:
orbital gap	5.810	eV
total charge	+3
total energy	-2709.838449	Eh

Entry 4:
ORCA calculation (the ωB97M-V functional and the def2-TZVPD basis) on C35H52BrN4O3RbSi as an isolated structure in a non-equilibrium geometry.

Each line ends with the Mulliken charge.
Element x y z (Å)
Rb (0.3867, -0.4353, -2.6941)  1.20
C (3.8792, -0.3549, -2.5996)  -0.99
O (2.7928, 0.5467, -2.6173)  0.02
C (3.0910, 1.8882, -2.5067)  0.53
C (4.3943, 2.3534, -2.4090)  -0.66
C (4.6635, 3.7110, -2.3062)  -0.71
C (3.6173, 4.6159, -2.3138)  -0.97
C (2.3158, 4.1608, -2.4224)  0.01
C (2.0089, 2.7977, -2.5112)  0.02
N (0.7026, 2.2964, -2.6544)  0.07
N (-0.1770, 3.2131, -2.5199)  -0.02
C (-1.4955, 3.0354, -2.7307)  -0.44
C (-2.1493, 1.8207, -3.1725)  0.57
O (-1.5874, 0.7049, -3.2748)  -0.59
C (-3.5576, 1.9279, -3.5134)  -0.61
C (-4.2601, 3.0695, -3.3960)  -0.91
C (-3.6581, 4.2686, -2.8972)  1.00
C (-4.4043, 5.4499, -2.7522)  -0.85
C (-3.8315, 6.5919, -2.2503)  -0.50
C (-2.4852, 6.5698, -1.8694)  -0.75
C (-1.7352, 5.4264, -2.0125)  -0.45
C (-2.2912, 4.2457, -2.5458)  0.74
H (4.5395, -0.2062, -3.4582)  0.41
H (3.4579, -1.3586, -2.6470)  0.13
H (4.4625, -0.2637, -1.6794)  0.35
H (5.2249, 1.6619, -2.4185)  0.40
H (5.6897, 4.0467, -2.2340)  0.40
H (3.8151, 5.6784, -2.2491)  0.39
H (1.4941, 4.8591, -2.4575)  0.38
H (-4.0201, 1.0141, -3.8679)  0.42
H (-5.3116, 3.0993, -3.6624)  0.34
H (-5.4491, 5.4454, -3.0430)  0.36
H (-4.4123, 7.4996, -2.1464)  0.38
H (-2.0325, 7.4611, -1.4522)  0.40
H (-0.6991, 5.4079, -1.7117)  0.34
C (1.1142, -5.4544, -3.3122)  -1.14
N (-0.0023, -5.2107, -2.4195)  0.19
C (-0.7950, -6.3695, -2.0535)  -0.68
C (-1.5545, -6.0801, -0.7738)  -0.67
C (-2.3916, -4.8382, -1.0011)  -0.63
N (-1.5624, -3.7431, -1.4726)  0.47
C (-2.2132, -2.4441, -1.4524)  -0.57
C (-0.4337, -3.9224, -2.2241)  0.44
O (0.2087, -2.9627, -2.6630)  -0.64
H (1.8249, -6.1359, -2.8409)  0.35
H (1.6026, -4.5104, -3.5252)  0.28
H (0.7708, -5.8997, -4.2513)  0.32
H (-0.1181, -7.2152, -1.9227)  0.41
H (-1.4939, -6.6321, -2.8593)  0.27
H (-0.8429, -5.8985, 0.0340)  0.26
H (-2.1901, -6.9223, -0.5022)  0.37
H (-2.8692, -4.5207, -0.0716)  0.35
H (-3.1909, -5.0484, -1.7246)  0.32
H (-2.4886, -2.1903, -0.4271)  0.18
H (-3.1182, -2.4618, -2.0674)  0.35
H (-1.5474, -1.6860, -1.8427)  -0.26
C (-0.7786, 2.2691, 2.4334)  -1.87
C (0.4372, 1.5987, 3.0950)  2.39
C (1.6918, 2.2860, 2.5304)  -1.92
C (0.3772, 1.8636, 4.6068)  -1.58
Si (0.4689, -0.2974, 2.7150)  -0.60
Br (0.5684, -0.3715, 0.4078)  -0.54
C (-1.1797, -1.2520, 3.0886)  2.57
C (-1.1366, -2.6803, 2.5158)  -2.01
C (-1.4408, -1.3499, 4.5997)  -1.60
C (-2.3755, -0.5320, 2.4415)  -1.97
C (2.0891, -1.2350, 3.2330)  2.31
C (2.0877, -2.6743, 2.6909)  -1.86
C (3.3315, -0.5305, 2.6613)  -1.88
C (2.2368, -1.2998, 4.7605)  -1.54
H (-0.6633, 3.3546, 2.4973)  0.63
H (-1.7096, 2.0149, 2.9363)  0.24
H (-0.8672, 2.0136, 1.3757)  0.23
H (1.5684, 3.3695, 2.6102)  0.62
H (1.8500, 2.0518, 1.4760)  0.28
H (2.5884, 2.0223, 3.0878)  0.25
H (0.3621, 2.9429, 4.7838)  0.46
H (1.2453, 1.4550, 5.1280)  0.27
H (-0.5220, 1.4418, 5.0603)  0.29
H (-0.5074, -3.3352, 3.1161)  0.18
H (-0.7801, -2.7034, 1.4836)  0.18
H (-2.1472, -3.1009, 2.5331)  0.68
H (-0.6500, -1.8981, 5.1155)  0.31
H (-2.3810, -1.8826, 4.7720)  0.46
H (-1.5293, -0.3651, 5.0619)  0.26
H (-2.1909, -0.2725, 1.3973)  0.24
H (-2.6375, 0.3759, 2.9810)  0.34
H (-3.2506, -1.1881, 2.4746)  0.59
H (1.8408, -2.7131, 1.6289)  0.23
H (1.3925, -3.3104, 3.2359)  0.29
H (3.0860, -3.1035, 2.8166)  0.61
H (3.2304, -0.3181, 1.5958)  0.23
H (4.2023, -1.1797, 2.7918)  0.61
H (3.5441, 0.4007, 3.1822)  0.29
H (1.4047, -1.8292, 5.2287)  0.24
H (2.3000, -0.3049, 5.2052)  0.29
H (3.1563, -1.8356, 5.0147)  0.46

Computed properties:
ΔE to the lowest compared entry with this formula, charge and spin	88.7	kJ/mol
orbital gap	6.440	eV
total charge	0
total energy	-4697.285591	Eh

Entry 5:
ORCA calculation (the ωB97M-V functional and the def2-TZVPD basis) on a 2-piece molecular cluster, C3H8N3 overall in a non-equilibrium geometry.

Each line ends with the Mulliken charge.
Element x y z (Å)
C (-1.4536, -1.2911, 0.2254)  0.09
C (-1.9787, 0.1458, 0.4643)  -0.32
C (-0.3114, -0.0135, -1.0856)  -0.06
N (-0.5376, -1.2796, -0.6593)  -0.40
N (2.2539, -0.1489, -0.1855)  -0.70
N (-1.0592, 0.8415, -0.4575)  -0.08
H (-1.7463, -2.1304, 0.9027)  0.37
H (-2.9695, 0.5638, 0.1480)  0.34
H (-1.7946, 0.3707, 1.5804)  0.29
H (0.6217, 0.1679, -1.7549)  0.45
H (1.8129, -0.0040, 0.8170)  0.25
H (3.1399, 0.1659, -0.2027)  0.21
H (-1.0401, 1.8823, -0.6362)  0.27
H (2.1737, -1.1693, -0.3598)  0.28

Computed properties:
ΔE to the lowest compared entry with this formula, charge and spin	236.8	kJ/mol
orbital gap	8.800	eV
total charge	+1
total energy	-283.073552	Eh

Entry 6:
ORCA calculation (the ωB97M-V functional and the def2-TZVPD basis) on a 2-piece molecular cluster, C3H7OS overall in a non-equilibrium geometry.

Each line ends with the Mulliken charge.
Element x y z (Å)
O (0.5070, -1.3835, -3.9574)  -0.49
C (0.5423, -1.3271, -2.7529)  0.07
H (0.7663, -2.2069, -2.1355)  0.25
H (0.3805, -0.4006, -2.1937)  0.11
C (-0.7025, 1.2270, 1.7709)  -0.99
C (0.2156, 0.2180, 1.0417)  -0.49
S (-0.7824, -1.0657, 0.2309)  -0.70
H (-1.5499, 1.5354, 1.1684)  0.27
H (-1.0015, 0.7455, 2.6963)  0.23
H (-0.1140, 2.1369, 1.9913)  0.31
H (0.8741, 0.7515, 0.3413)  0.22
H (0.8644, -0.2306, 1.7986)  0.21

Computed properties:
ΔE to the lowest compared entry with this formula, charge and spin	99.4	kJ/mol
orbital gap	6.584	eV
total charge	-1
total energy	-591.930408	Eh

- The highest total charge belongs to which entry?
  C27H39BN6RhS3

- Which value of total charge does entry 1 give?
  +2

- Number 5 is which compound?
  C3H8N3